Density functional theory data (ωB97M-V/def2-TZVPD) for C15H46AsF6O8 as an isolated structure in a non-equilibrium geometry.

Values from the calculation:
M	543.435	g/mol
electronic energy	-109830.735	eV
Kohn-Sham gap	0.3587	Ha
LUMO	2.53	eV
charge	-1
energy relative to the best compared isomer or geometry (same formula, charge and spin)	26.3	kcal per mole

XYZ file:
```
76
Properties=species:S:1:pos:R:3:mulliken_charge:R:1
H 5.23 -3.30 0.60 0.34
H 4.87 0.31 1.75 0.15
F 0.28 2.44 1.13 -0.45
H -4.18 1.21 -4.64 0.38
H -4.12 -0.68 2.01 0.29
C 4.05 -1.55 1.14 1.00
O -1.89 -2.19 2.09 -0.54
H -2.59 -3.16 -0.24 0.17
C -3.90 1.65 -3.68 -1.18
H 3.24 4.18 3.89 0.32
C 1.17 -3.46 -1.04 -0.90
F 1.02 1.06 -0.88 -0.71
O -2.00 1.95 4.09 -0.68
C 2.48 3.46 3.59 0.37
H 0.89 1.05 -2.49 0.48
H 3.45 2.44 1.90 0.36
O 2.91 -1.33 1.95 -0.47
C 5.20 -0.72 1.65 -1.26
H 1.00 4.12 5.00 0.35
C -3.20 -2.55 1.70 0.46
H 2.13 1.60 2.69 -0.03
H -1.79 1.90 -4.33 0.28
O 2.43 -4.13 -3.14 -0.58
C 3.02 2.21 2.87 -0.91
C 1.35 -4.37 -2.25 0.35
C 0.04 -4.35 -3.05 -1.09
H -3.82 0.87 -2.93 0.26
O -2.30 3.25 -2.84 -0.42
H -1.66 1.93 3.19 0.34
H -5.02 -1.77 0.79 0.43
H 3.54 -3.75 1.00 0.36
H 0.60 2.58 4.22 0.07
H 3.85 -1.33 0.09 0.32
F -1.56 0.94 1.51 -0.57
H -0.05 -5.13 -3.80 0.33
H -3.39 3.10 -5.96 0.42
H 0.76 -4.13 -0.29 0.44
H -2.98 4.39 -0.16 0.30
H -3.78 4.16 -4.63 0.36
H 4.67 -3.20 2.27 0.40
H -2.16 1.03 4.31 0.31
H -3.66 -0.90 0.32 0.18
O 1.80 4.27 2.60 -0.61
H 1.69 2.54 5.45 0.35
H 3.71 1.71 3.55 0.43
H 2.53 -3.18 -3.26 0.33
H 2.22 -0.82 1.49 0.27
F 0.70 -0.04 1.32 -0.82
O -2.73 5.31 -0.33 -0.63
H -2.35 5.30 -1.21 0.33
H -0.14 -3.33 -3.38 0.28
H 1.42 3.72 1.90 0.39
F -0.99 -0.44 -0.45 -0.48
C -4.07 -1.40 1.20 -1.13
C -3.03 -3.65 0.62 -1.15
H -1.70 -1.39 1.58 0.18
H -2.15 4.13 -5.29 0.34
H -2.37 -4.35 1.13 0.29
H 6.13 -0.76 1.08 0.40
H 5.52 -1.04 2.65 0.32
C -2.66 2.46 -3.97 0.72
H 1.07 1.55 -3.93 0.30
H 1.56 -5.40 -1.94 0.29
H -4.72 2.32 -3.43 0.29
C 4.37 -3.08 1.23 -1.50
As -0.30 0.99 0.26 2.09
H 2.13 -3.05 -0.71 -0.03
C 1.42 3.19 4.61 -1.00
H 0.63 -2.53 -1.22 0.26
H -3.70 -3.09 2.51 0.29
H -3.98 -4.12 0.34 0.44
H -0.77 -4.59 -2.35 0.26
F -1.29 1.97 -0.79 -0.69
O 0.79 0.79 -3.42 -0.63
H -1.89 2.67 -2.19 0.39
C -3.00 3.51 -5.03 -1.59
```

=====

Density functional theory data (ωB97M-V/def2-TZVPD) for C15H46N8O17Zn as an isolated structure in a non-equilibrium geometry.

Values from the calculation:
M	675.962	g/mol
electronic energy	-111453.314	eV
Kohn-Sham gap	0.3210	Ha
LUMO	-0.46	eV
charge	0

XYZ file:
```
87
Properties=species:S:1:pos:R:3:mulliken_charge:R:1
H 0.69 -17.87 4.06 0.23
H -1.61 -12.45 0.59 0.33
N -7.40 -18.44 2.04 -0.18
H -5.83 -15.64 3.71 0.23
H -7.31 -13.52 5.93 0.35
H -1.92 -20.12 4.26 0.26
O -3.72 -17.76 7.22 -0.60
H -3.09 -21.10 -0.17 0.30
H -4.62 -19.77 1.29 0.04
H 0.27 -15.89 5.95 0.24
C -5.55 -14.51 5.29 0.48
H -1.00 -18.14 3.94 -0.01
O -9.57 -17.93 2.49 -0.69
H -3.23 -12.27 -0.14 0.30
O -0.37 -14.92 -0.56 -0.78
O 0.04 -15.60 3.28 -0.53
H 1.91 -15.48 -1.28 0.26
C -3.29 -21.37 0.87 -0.67
O -3.05 -17.33 4.16 0.32
H -7.25 -18.94 4.40 0.28
H -3.76 -19.82 5.69 -0.11
C 0.07 -19.77 4.64 0.38
N -0.09 -18.50 4.16 -0.03
C -0.43 -15.10 5.66 -0.47
C -2.62 -12.84 0.56 -0.40
H -4.76 -18.05 4.59 -0.26
O -2.53 -16.24 2.25 0.36
H 0.83 -14.04 4.26 0.46
N -2.37 -17.92 -1.57 -0.30
H -2.64 -12.63 2.78 0.08
C 0.26 -15.94 -0.22 0.80
H -2.19 -22.01 2.32 0.37
O -3.48 -20.31 2.98 -0.70
H -5.58 -18.13 -1.72 0.23
H -4.15 -22.05 0.90 0.32
C -3.38 -16.74 3.09 1.62
O -6.00 -12.16 5.00 -0.54
N -4.61 -18.35 -1.88 -0.43
H -6.49 -12.34 4.18 0.34
C -3.64 -17.61 -1.26 0.50
H -1.64 -17.44 -1.05 0.06
N 1.50 -16.20 -0.72 -0.45
C -3.61 -20.07 1.61 0.77
O -5.32 -18.84 4.68 -0.36
C -3.32 -12.64 1.92 -0.30
O -2.10 -21.95 1.36 -0.58
O -4.61 -16.56 2.70 -0.92
H -6.45 -18.49 2.39 0.05
H -0.87 -13.87 3.94 -0.27
H -1.01 -21.47 4.88 0.19
C -8.48 -18.30 2.89 0.43
O -4.31 -13.66 2.12 -0.34
H -3.74 -11.63 1.94 0.47
H -2.14 -15.94 5.15 -0.02
H -2.86 -19.35 1.26 -0.20
H -5.45 -20.36 6.02 0.48
O -6.21 -14.81 4.04 -0.69
H -1.09 -16.67 1.17 -0.16
H 0.32 -17.62 0.92 0.30
O -1.77 -15.46 5.91 -0.60
O -2.64 -14.20 0.16 -0.53
H -3.81 -19.53 3.47 -0.08
N -0.30 -16.91 0.57 -0.08
C -0.11 -14.59 4.28 0.01
H -8.89 -18.51 4.88 0.18
H -2.16 -18.45 -2.39 0.21
N -1.09 -20.50 4.68 -0.19
O -3.96 -16.84 -0.34 -0.74
O 1.16 -20.24 4.95 -0.74
H -1.74 -14.44 -0.19 0.43
C -6.24 -13.29 5.83 -0.90
Zn -3.94 -15.41 1.08 0.62
H -5.87 -13.03 6.82 0.38
H -3.40 -17.48 6.36 0.15
C -4.79 -19.51 5.85 0.13
H -4.84 -13.43 2.90 0.13
H -0.21 -14.30 6.38 0.42
H -4.51 -14.21 5.07 0.14
N -8.19 -18.63 4.18 -0.29
H -4.94 -19.18 7.99 0.42
H 2.01 -17.01 -0.41 0.17
H -7.57 -18.31 1.06 0.13
H -4.41 -18.93 -2.68 0.18
H -0.82 -16.03 3.14 -0.03
C -4.87 -18.60 7.07 -0.56
H -5.74 -17.93 6.98 0.19
H -5.60 -15.41 5.91 0.04
```

=====

Density functional theory data (ωB97M-V/def2-TZVPD) for a 9-piece molecular cluster, C15H46NO11 overall in a non-equilibrium geometry.

Values from the calculation:
M	416.529	g/mol
electronic energy	-40311.211	eV
Kohn-Sham gap	0.3494	Ha
LUMO	2.81	eV
charge	-1
energy relative to the best compared isomer or geometry (same formula, charge and spin)	34.2	kcal per mole

XYZ file:
```
73
Properties=species:S:1:pos:R:3:mulliken_charge:R:1
C -3.12 -2.16 2.82 -1.20
H -2.48 -2.53 4.90 0.22
H -2.46 2.86 -1.14 0.37
H -0.58 -0.78 -2.85 0.41
H 3.58 4.19 -1.82 0.34
O -0.01 -0.91 -0.75 -0.59
C 1.60 3.69 -2.23 -1.22
H 1.84 -0.53 3.71 0.29
H -3.50 0.22 3.96 0.14
H 0.90 -0.65 -3.14 0.34
H -0.57 3.52 0.17 0.21
H 4.65 2.22 -2.76 0.30
H -4.42 -2.34 0.21 0.26
H -3.03 -0.14 5.64 0.38
H -4.02 -3.52 -1.09 0.34
H 6.02 -1.79 0.69 0.29
C 5.21 -1.09 0.52 0.46
O -0.36 -0.73 1.28 -0.34
C -0.74 2.85 1.02 -0.69
H -2.78 -2.60 -0.24 0.37
H 4.54 -2.48 -0.94 0.28
C -2.22 2.50 0.95 0.34
C -2.87 2.17 -0.41 -0.62
C 3.57 2.28 -2.94 -1.05
C -3.79 -2.55 -0.65 -1.25
H 1.79 -3.16 -3.15 0.26
H 5.19 -1.22 -1.76 0.48
H -5.78 -2.11 -2.78 0.39
H -4.45 -3.12 -3.22 0.33
C 2.96 3.31 -2.00 0.43
H 2.27 1.78 -0.89 0.13
O 0.04 -0.56 -3.55 -0.72
O -2.53 -1.41 -2.19 -0.54
H 5.99 0.72 1.52 0.33
H 1.56 0.41 2.55 0.33
H 0.86 2.90 -2.05 0.23
H -3.17 -1.39 2.06 -0.03
O -2.42 1.39 1.77 -0.44
O -1.24 -1.11 4.04 -0.50
C -3.40 -0.57 4.71 -1.26
H 1.27 4.47 -1.54 0.30
H 6.60 0.45 -0.07 0.42
O 2.02 0.35 3.39 -0.68
H 3.08 1.31 -2.91 0.14
H 3.53 2.68 -3.95 0.43
H -4.29 -0.64 -1.33 0.10
H 3.64 -0.92 -1.07 0.11
C 4.60 -1.39 -0.85 -1.14
C 5.69 0.36 0.54 -1.07
H -1.02 -1.24 3.11 0.33
O 2.91 2.49 -0.81 -0.46
C -2.51 -1.71 4.19 0.57
C -4.71 -2.09 -2.98 -1.50
H -0.08 1.99 1.00 -0.03
H -4.44 -1.44 -3.82 0.37
H -2.62 1.12 -0.60 -0.20
O 2.00 -2.49 -2.49 -0.56
H -4.08 -2.66 2.93 0.53
H -2.80 3.34 1.33 0.33
H 1.61 -2.83 -1.68 0.27
H -3.96 2.17 -0.41 0.28
H 4.96 1.06 0.14 0.02
O 4.20 -1.22 1.46 -0.54
H 3.32 -0.99 1.17 0.59
H -1.92 -1.45 -1.45 0.32
H -2.40 -2.85 2.39 0.44
H -0.54 3.37 1.95 0.35
O 1.67 -0.41 0.61 -0.77
H -4.35 -0.90 5.11 0.39
N 0.44 -0.66 0.37 0.67
H -2.11 0.63 1.26 -0.04
H 1.59 4.14 -3.22 0.38
C -3.91 -1.57 -1.76 0.84
```

=====

- What is the formula in the second record?
  C15H46N8O17Zn

=====

- Number 2 is which compound?
  C15H46N8O17Zn